No. 1
The following is a quantum chemistry calculation of 3 unconnected molecules or ions with the total composition C29H61Cl2F3N3O11PS3, from the OMol25 dataset.

Computed properties:
- Gap between HOMO and LUMO: 8.907 eV
- Net charge: 0
- LUMO level: 0.24 eV
- Multiplicity: 1

Positions of all 113 atoms, in Å:
Cl1 3.9165 -4.0155 0.7364
Cl2 -2.2112 -1.9277 -2.1937
S1 -4.4976 -3.6573 5.6125
S2 4.5707 0.9742 -5.9190
S3 -0.8291 4.0103 -0.7969
P1 3.7232 -1.5779 -1.5772
F1 -2.7151 2.7075 4.8295
F2 -1.7557 3.6099 3.1143
F3 -2.9065 1.7973 2.8832
O1 -4.7252 -2.6082 6.5567
O2 3.3312 -0.2725 -2.5423
O3 -4.8148 -3.4489 4.2327
O4 -6.9554 -1.9495 0.4361
O5 4.9534 2.3414 -6.0834
O6 5.2104 0.0993 -7.0806
O7 -0.6559 0.5403 3.0801
O8 3.1786 0.6349 -5.8125
O9 -0.4427 -2.7537 -0.4994
O10 2.0571 0.0519 -0.1821
O11 -2.9890 -4.1435 5.7063
N1 -0.7882 2.3233 -0.4352
N2 3.0134 -2.9221 -2.3842
N3 1.6087 2.4956 -0.3967
C1 -5.2535 -5.1333 6.1950
C2 -0.6812 -1.8732 -1.2618
C3 3.4747 -2.6928 1.8644
C4 5.4382 0.2662 -4.5745
C5 -1.6885 -2.0388 5.7990
C6 2.1753 -3.0629 2.5847
C7 4.8771 1.4505 -9.1234
C8 0.2005 -0.7008 -1.6059
C9 -1.9844 -3.3259 5.0580
C10 2.5660 -1.2721 -0.0906
C11 0.3062 0.7860 2.0474
C12 -3.2902 2.3367 -0.5590
C13 -0.7999 1.5894 3.9880
C14 3.4244 -1.3328 1.1803
C15 -5.9787 -2.3086 1.3889
C16 3.5857 3.7279 1.7596
C17 2.4283 3.1921 -1.3790
C18 0.4947 1.7249 -0.8758
C19 -4.3755 1.2967 -0.2761
C20 -5.6021 -0.7281 -1.1896
C21 -2.0516 2.4303 3.6921
C22 4.5923 0.1579 -8.3874
C23 3.1579 4.3597 -0.7129
C24 -0.0762 -0.1141 0.8862
C25 -4.9620 0.6224 -1.5185
C26 0.6627 0.1998 -0.4224
C27 -1.9807 1.6945 -1.0443
C28 -6.6805 -0.6696 -0.1162
C29 4.1692 3.8896 0.3460
H1 4.4192 2.3035 -8.6264
H2 -4.0229 0.5576 0.4517
H3 -5.6532 1.2874 -2.0409
H4 -4.8111 -1.3974 -0.8475
H5 -3.6636 3.0210 -1.3214
H6 -4.8504 -5.3669 7.1764
H7 3.1891 2.4863 -1.7284
H8 2.1884 -2.6886 -2.9349
H9 3.7059 -3.2782 -3.0346
H10 -1.4274 -2.2436 6.8372
H11 2.7093 4.3628 1.9095
H12 2.8353 -0.5971 -3.3061
H13 4.9969 4.5994 0.3881
H14 1.3219 3.1132 0.3482
H15 -5.9297 -1.5989 2.2211
H16 -0.9268 1.1855 4.9939
H17 4.2802 -2.6648 2.5978
H18 1.8469 3.5653 -2.2298
H19 0.0634 2.2591 3.9958
H20 -1.1575 -0.0509 0.7792
H21 4.4421 -0.9848 0.9826
H22 -1.9091 1.7993 -2.1398
H23 1.3124 0.5719 2.4183
H24 3.5208 -0.0191 -8.2835
H25 -0.8558 -1.5274 5.3141
H26 4.4758 1.3895 -10.1352
H27 1.7435 -2.1733 3.0433
H28 -7.6181 -0.2796 -0.5192
H29 4.5815 2.9296 0.0269
H30 6.5085 0.3483 -4.7475
H31 0.2615 1.8391 1.7741
H32 4.3165 3.9950 2.5226
H33 5.9501 1.6330 -9.1764
H34 3.6560 4.9264 -1.5000
H35 -6.3912 -0.0042 0.7055
H36 -2.5468 -1.3689 5.7976
H37 2.3977 4.9810 -0.2283
H38 -6.0366 -1.1914 -2.0790
H39 3.2751 2.6956 1.9278
H40 -0.5650 3.9412 -2.1220
H41 -6.3198 -4.9298 6.2628
H42 5.0158 -0.6875 -8.9254
H43 1.7874 -2.0341 -0.0001
H44 -5.1879 1.8296 0.2289
H45 5.1497 0.8248 -3.6908
H46 5.1395 -0.7719 -4.4827
H47 1.0611 -1.1359 -2.1103
H48 0.1376 -1.1418 1.1885
H49 0.5327 1.7565 -1.9775
H50 -4.1444 0.4117 -2.2162
H51 -4.9810 -2.3882 0.9425
H52 -3.1053 2.8828 0.3661
H53 -0.3099 -0.1051 -2.3597
H54 -6.2354 -3.2878 1.7872
H55 2.3916 -3.8122 3.3460
H56 1.4712 -3.5089 1.8814
H57 -5.0605 -5.9335 5.4864
H58 -2.2918 -3.1339 4.0290
H59 -1.1008 -3.9596 5.0255
H60 3.0068 -0.6388 1.9127
H61 -2.0142 0.6267 -0.8421



No. 2
The following is a quantum chemistry calculation of 11 unconnected molecules or ions with the total composition C24H69N11O11 in a non-equilibrium geometry, from the OMol25 dataset.

Computed properties:
- Gap between HOMO and LUMO: 9.385 eV
- Net charge: 0
- LUMO level: 0.42 eV
- Energy above the lowest of the compared OMol25 structures with the same formula, charge and spin: 0.00 kcal/mol
- Multiplicity: 1

Positions of all 115 atoms, in Å:
O1 -1.3164 0.3124 -1.8447
O2 -5.4280 -0.5638 -1.7597
O3 5.0374 -4.3733 -0.4396
O4 -2.8187 5.0465 2.9516
O5 -1.2966 2.9000 0.3792
O6 -2.6488 -3.1011 -4.9608
O7 1.3429 -1.8757 1.5676
O8 -0.4927 0.5095 -4.4409
O9 0.9870 4.0594 3.3920
O10 1.7054 5.3114 -2.7178
O11 -3.2493 -3.0690 2.9437
N1 1.1610 4.2094 1.1161
N2 -2.4263 2.7977 3.1451
N3 -0.4963 0.1489 0.2778
N4 -3.5694 -1.2146 -2.8763
N5 -2.9931 4.0623 4.9695
N6 -2.8544 4.5345 0.0227
N7 0.1073 -1.3906 -1.2843
N8 -5.5913 -2.2261 -3.3102
N9 2.9306 4.7568 2.4787
N10 -2.4976 2.9330 -1.5705
N11 1.7143 -0.7223 2.2874
C1 1.6210 4.3447 2.3854
C2 -2.1276 3.4398 -0.3673
C3 -2.6648 -2.5754 0.6346
C4 0.2395 -0.6600 -4.7216
C5 2.9558 0.9921 4.2580
C6 3.3227 1.0145 2.7815
C7 4.1531 -1.3446 2.4718
C8 0.3028 -0.9221 -6.2044
C9 1.4724 0.6062 4.3729
C10 1.4167 -1.8777 4.4877
C11 -2.7154 4.0287 3.6313
C12 1.2477 3.0275 -2.1552
C13 4.5077 -3.2080 -1.0860
C14 -2.0257 -4.4021 -3.0754
C15 0.6542 4.3510 -2.5352
C16 1.0722 -0.6645 3.5976
C17 3.1936 -3.6254 -1.6988
C18 -0.4550 -0.6327 3.4396
C19 -3.6729 -3.1794 1.5946
C20 3.0888 -0.3133 2.0579
C21 -0.6110 -0.2662 -0.9998
C22 -4.9013 -1.2817 -2.6024
C23 -1.7463 -4.1064 -4.5319
C24 3.2562 0.0052 0.5641
H1 -3.0458 -0.4385 -2.4980
H2 0.9772 -1.7448 -6.4423
H3 -3.4714 -2.1805 3.2380
H4 0.1720 -1.7196 -2.2287
H5 -1.7821 -3.5387 -2.4521
H6 1.7250 4.5028 0.3399
H7 4.3810 -2.4263 -0.3288
H8 -1.4940 -5.2625 -2.6717
H9 -3.3009 5.1083 -0.6659
H10 3.2378 5.0419 3.3906
H11 1.2432 -0.6159 -4.2740
H12 -0.8573 1.0918 0.4339
H13 0.2778 3.7360 0.9520
H14 -2.8864 -3.1480 -5.8887
H15 -3.2017 -1.6384 -3.7203
H16 4.2930 0.2818 0.3703
H17 5.1250 -0.9900 2.1232
H18 -0.6887 -3.8361 -4.6289
H19 5.2171 -2.7440 -1.7812
H20 1.3288 6.1942 -2.7023
H21 -3.1542 3.2184 5.4842
H22 -1.6932 -3.0572 0.7370
H23 2.5437 -3.9962 -0.9048
H24 -0.2685 -1.5125 -4.2380
H25 -0.9184 -0.8140 4.4081
H26 4.3904 1.2341 2.6632
H27 -0.7894 0.3109 3.0144
H28 -0.0368 4.7607 -1.7902
H29 0.7632 -1.8987 5.3605
H30 3.0992 1.9789 4.6944
H31 0.6123 -0.0224 -6.7391
H32 1.7526 3.0013 -1.1913
H33 -5.1032 -2.8328 -3.9440
H34 2.6736 0.8831 0.2686
H35 -0.6834 -1.1818 -6.5961
H36 -3.8120 -4.2424 1.3554
H37 2.7761 1.8436 2.3313
H38 0.5896 -1.8341 -0.5192
H39 3.4724 5.0697 1.6939
H40 3.3089 -4.4071 -2.4455
H41 4.2564 -1.4825 3.5471
H42 0.4694 2.2605 -2.1246
H43 -2.7615 4.8100 0.9966
H44 -2.6299 -1.4996 0.8099
H45 -0.7689 -1.4372 2.7711
H46 -2.0664 2.0636 -1.8705
H47 -4.7004 -2.8381 1.4200
H48 1.9366 2.7111 -2.9412
H49 2.4428 -1.9065 4.8577
H50 1.3661 0.4322 5.4504
H51 -2.2477 2.7034 2.1531
H52 2.8890 -0.7931 -0.0814
H53 -2.9897 -2.7256 -0.3985
H54 0.0995 4.2333 -3.4722
H55 1.6672 -2.6399 2.0705
H56 3.5554 0.2506 4.7912
H57 1.2332 -2.8470 4.0059
H58 -2.1059 2.0157 3.6850
H59 -0.8784 0.4332 -3.5463
H60 -6.5236 -2.4490 -3.0188
H61 -3.1890 4.9559 5.3772
H62 0.2080 -0.2925 0.8482
H63 3.9481 -2.2954 1.9739
H64 -1.8889 -4.9967 -5.1512
H65 5.8500 -4.1285 0.0131
H66 2.7106 -2.7454 -2.1326
H67 -3.0972 -4.5586 -2.9265
H68 -3.2289 3.3786 -2.0900
H69 0.7798 1.4169 4.1496



No. 3
The following is a quantum chemistry calculation of a molecular structure, C44H124N8O14 in a non-equilibrium geometry, from the OMol25 dataset.

Computed properties:
- Gap between HOMO and LUMO: 8.060 eV
- Net charge: 0
- LUMO level: 0.19 eV
- Energy above the lowest of the compared OMol25 structures with the same formula, charge and spin: 903.55 kcal/mol
- Multiplicity: 1

Positions of all 190 atoms, in Å:
O1 -4.5001 3.0401 -3.3936
O2 -4.1413 4.7515 0.0960
O3 -4.9454 -2.9489 -2.3055
O4 -0.9677 0.3572 0.3883
O5 2.1531 -3.5991 -0.4457
O6 2.4539 -0.6298 -3.0778
O7 -1.3266 3.9156 2.3122
O8 4.4868 3.8872 -1.0181
O9 6.5869 -2.5700 -2.8695
O10 -1.5651 3.9779 -2.2614
O11 -6.0807 0.7464 2.8910
O12 0.3749 4.5316 -2.2256
O13 3.6743 -3.2491 4.4847
O14 0.7402 -0.7424 3.4717
N1 2.1826 -1.5254 -0.5575
N2 2.9733 -3.2173 -3.8486
N3 -4.9521 -2.0819 0.4894
N4 5.4894 0.5833 0.3311
N5 -5.1618 -1.8892 3.4714
N6 4.5481 -1.2903 1.3582
N7 1.9506 1.3210 6.2531
N8 -5.2836 0.9054 -0.6373
C1 4.0924 -4.2862 5.2949
C2 -3.8415 0.3642 -2.4222
C3 -1.8819 2.8754 -3.0553
C4 -2.3490 -0.0161 0.1311
C5 1.7576 0.7603 4.9332
C6 3.7625 -2.2579 -1.8243
C7 1.0160 3.4265 -1.6104
C8 3.8747 -1.7365 2.5878
C9 3.0046 0.9221 4.0830
C10 0.8232 2.9575 1.5813
C11 -0.0909 -0.7292 -0.0140
C12 5.4572 -3.3443 -3.4402
C13 5.3689 2.7858 -0.7365
C14 4.5583 1.5041 -0.2247
C15 -3.7199 2.5252 0.7298
C16 1.0516 -0.5712 4.8272
C17 -5.3485 3.7927 -4.3319
C18 -4.2601 -0.7676 3.1907
C19 5.1859 4.9098 -1.6909
C20 -4.0545 -2.1288 -2.9920
C21 2.3919 3.2549 -2.1843
C22 2.4042 -1.8251 2.2116
C23 1.1293 -4.2309 0.3126
C24 -3.7892 -2.8656 0.0017
C25 1.4185 -0.4215 0.0206
C26 -0.2462 -3.7768 -0.2431
C27 -0.4428 -0.3464 2.8923
C28 -6.5182 1.9152 2.2157
C29 -4.3433 -3.6847 -1.2044
C30 3.3555 1.8050 0.7018
C31 0.0762 -0.0137 -3.3608
C32 -4.4643 1.4358 -1.6798
C33 -2.9439 -1.3826 2.4682
C34 1.1745 -1.0858 -3.5030
C35 7.8188 -3.1953 -3.0301
C36 -5.3413 2.2431 -2.6371
C37 -5.1162 0.0758 2.1943
C38 -0.5639 2.7413 2.1775
C39 -3.2432 -3.6758 1.1861
C40 4.1362 -2.6177 -3.2313
C41 1.7510 0.9229 -0.7963
C42 4.4129 -3.0346 3.2454
C43 -4.7940 3.5470 0.4337
C44 -1.6629 1.5006 -2.3306
H1 4.0257 -2.9998 -1.0703
H2 3.8991 -0.8795 3.2608
H3 8.5151 -2.4448 -2.6558
H4 1.8745 -2.1822 3.0948
H5 -2.3640 1.3960 -1.5026
H6 4.0396 -0.6138 0.8069
H7 3.8700 0.4018 4.4935
H8 -4.1995 5.3032 0.8795
H9 2.3149 2.2556 6.1348
H10 -4.3490 0.7704 1.8522
H11 -2.9423 2.9171 -3.3042
H12 -6.0548 -1.4181 3.4984
H13 5.4055 4.5978 -2.7119
H14 2.6965 -2.1944 -1.6058
H15 -0.3254 2.4745 3.2070
H16 -0.2066 -1.0706 -1.0427
H17 -0.9900 -4.5638 -0.1181
H18 -4.0639 -4.2824 1.5690
H19 4.3656 -3.8349 2.5069
H20 2.8186 2.3084 -1.8523
H21 -5.8339 1.4630 -3.2176
H22 -4.5403 -0.2957 -2.9364
H23 5.4568 -4.3429 -3.0034
H24 -5.1325 -4.3369 -0.8304
H25 3.2625 1.9811 4.0986
H26 -6.6609 1.8739 1.1358
H27 -0.2475 -3.5144 -1.3011
H28 -2.8574 2.6485 0.0747
H29 -3.1643 -0.3032 -1.8892
H30 -1.1074 2.0626 1.5202
H31 1.2687 1.7658 -0.3013
H32 -3.1669 0.8043 -3.1566
H33 -5.3852 3.6534 1.3432
H34 1.6294 -0.2611 1.0779
H35 -2.9276 0.8379 0.4833
H36 -4.9342 4.7940 -4.4502
H37 -1.3465 2.7981 -4.0017
H38 0.7131 3.2465 0.5361
H39 1.1094 1.4872 4.4436
H40 -3.9633 -0.2203 4.0855
H41 -5.2711 -1.4904 -0.2645
H42 0.1405 0.8020 -4.0809
H43 0.0259 0.3126 -2.3220
H44 1.2857 -3.8668 1.3281
H45 6.1350 5.1433 -1.2085
H46 -3.1911 -1.7495 1.4720
H47 1.9678 -0.8554 1.9719
H48 -3.4887 -1.5053 -2.2997
H49 -0.2558 -1.5801 0.6470
H50 -3.3849 -2.6169 -3.7002
H51 1.2998 -1.4765 -4.5128
H52 2.4860 3.2590 -3.2702
H53 0.8435 -1.8444 -2.7937
H54 -0.6099 -2.8725 0.2448
H55 6.1401 2.5488 -1.4695
H56 1.8912 -2.4567 -0.2969
H57 -2.4991 -4.4446 0.9779
H58 -0.4623 -0.4760 1.8102
H59 2.7721 -4.2993 -0.6651
H60 3.0536 4.0644 -1.8762
H61 2.1395 -1.3566 -1.5523
H62 1.4476 2.0963 1.8191
H63 4.6758 -2.0698 0.7288
H64 -0.6634 3.7994 -1.9843
H65 2.1367 -2.4551 1.3632
H66 5.1693 -4.3312 5.4571
H67 -5.4478 3.3547 -0.4170
H68 -0.6655 1.4168 -1.8988
H69 1.2049 -5.3093 0.1731
H70 2.8760 0.4926 3.0894
H71 1.2937 3.8160 2.0605
H72 -2.4910 -2.1286 3.1212
H73 -5.4358 3.3950 -5.3430
H74 -0.8359 -0.6104 -3.3494
H75 5.4577 -2.9586 3.5468
H76 5.7097 -3.5302 -4.4842
H77 -6.1525 2.8060 -2.1753
H78 4.3231 -1.6985 -3.7864
H79 4.3989 -1.4047 -1.5897
H80 2.1782 -2.5986 -3.7768
H81 1.6918 -1.4305 5.0271
H82 -6.0087 2.8172 2.5544
H83 -7.5087 2.1006 2.6313
H84 3.5268 2.4687 1.5493
H85 -5.7738 -2.6035 0.7593
H86 -2.1250 -0.6697 2.3715
H87 4.7552 5.9111 -1.6846
H88 -0.6428 0.6702 3.2310
H89 0.4643 4.6447 -3.1747
H90 1.1331 3.7247 -0.5685
H91 2.5202 2.3141 0.2209
H92 -1.6468 4.1829 1.4476
H93 -3.0647 -2.1336 -0.3555
H94 2.7701 -4.0692 -3.3455
H95 3.9232 -5.1960 4.7189
H96 4.3595 1.0328 -1.1872
H97 -6.2841 4.0385 -3.8297
H98 -4.5802 -1.4230 -3.6351
H99 0.4097 2.5365 -1.7790
H100 1.7432 0.8094 -1.8804
H101 -5.1960 -2.4860 2.6573
H102 8.0102 -3.5626 -4.0383
H103 0.0569 -0.5170 5.2697
H104 2.8465 0.9221 1.0883
H105 -5.5982 1.7224 -0.1336
H106 -2.9009 -3.1119 2.0538
H107 -3.8943 1.4563 0.6070
H108 2.7855 1.1884 -0.5789
H109 -3.4183 2.7788 1.7460
H110 5.8904 3.1626 0.1434
H111 -2.4357 -0.2087 -0.9383
H112 -1.8079 0.7384 -3.0961
H113 -1.1527 -1.0329 3.3537
H114 -3.6975 2.0360 -1.1900
H115 -6.1041 0.4473 -1.0074
H116 2.8250 -0.0480 -3.7452
H117 8.0379 -3.9942 -2.3216
H118 4.9877 -0.2738 0.5146
H119 -2.6585 -0.8128 0.8076
H120 -3.5938 -4.3239 -1.6711
H121 -5.4319 -0.4212 1.2770
H122 2.7599 0.8611 6.6450
H123 3.4911 -4.3988 6.1970
H124 6.1424 0.2053 -0.3403



No. 4
The following is a quantum chemistry calculation of 3 unconnected molecules or ions with the total composition C15H35BO6S in a non-equilibrium geometry, from the OMol25 dataset.

Computed properties:
- Gap between HOMO and LUMO: 10.628 eV
- Net charge: 0
- LUMO level: -0.11 eV
- Energy above the lowest of the compared OMol25 structures with the same formula, charge and spin: 92.58 kcal/mol
- Multiplicity: 1

Positions of all 58 atoms, in Å:
S1 2.8080 3.1932 -4.9833
O1 3.2434 1.5741 -5.4082
O2 3.9712 2.9959 -0.3456
O3 4.8233 0.6259 -0.8135
O4 2.2453 3.7291 -6.3228
O5 4.3628 3.6821 -4.4619
O6 1.9593 3.4072 -3.6862
C1 -6.4139 0.3774 3.7180
C2 -4.1010 -1.6456 4.3627
C3 -5.0764 -1.7257 3.1828
C4 4.1364 1.2140 -4.2575
C5 -5.6059 -0.3811 2.6771
C6 1.3947 -0.2724 0.0757
C7 -1.1196 -1.8100 -1.0090
C8 1.2160 1.1150 -0.5215
C9 -2.8500 -0.7966 4.1246
C10 -1.9665 -1.3271 3.0060
C11 5.7361 2.6629 -2.4022
C12 0.1584 -1.5465 -1.8098
C13 -1.0779 -3.1086 -0.2192
C14 5.0855 2.5016 -3.8983
C15 1.4342 -1.3839 -0.9758
B1 4.8159 2.0756 -1.1725
H1 -6.8006 1.3078 3.2888
H2 0.2602 1.2095 -1.0451
H3 -4.5957 -2.2499 2.3485
H4 2.3386 -0.2900 0.6336
H5 5.5599 0.1389 -1.2952
H6 -5.9266 -2.3525 3.4806
H7 -5.8062 0.6415 4.5879
H8 -0.9105 -3.9629 -0.8825
H9 4.8922 0.3786 -4.6383
H10 2.2714 -1.1955 -1.6598
H11 5.9624 3.8139 -2.1830
H12 0.0091 -0.6511 -2.4244
H13 -7.2673 -0.2174 4.0583
H14 0.3113 -2.3725 -2.5159
H15 -1.0701 -0.7054 2.9080
H16 -2.4839 -1.3153 2.0422
H17 -1.9626 -1.8555 -1.7090
H18 -3.7928 -2.6657 4.6248
H19 -0.2883 -3.0967 0.5371
H20 4.4585 3.0978 0.5270
H21 -3.1248 0.2425 3.9151
H22 1.6650 -2.3317 -0.4748
H23 1.2353 1.8707 0.2710
H24 6.0606 2.5090 -4.5841
H25 -6.2471 -0.5676 1.8071
H26 3.3388 0.8339 -3.4817
H27 -2.2627 -0.7785 5.0504
H28 -1.3277 -0.9741 -0.3325
H29 0.6023 -0.4631 0.8070
H30 -4.6259 -1.2564 5.2433
H31 2.0215 1.3435 -1.2263
H32 -2.0304 -3.2646 0.2982
H33 6.7840 2.1283 -2.3719
H34 -1.6456 -2.3525 3.2146
H35 -4.7817 0.2466 2.3215